(1)
The following is a DFT calculation (wB97M-V/def2-TZVPD) of a cluster of 9 separate species, C31H84N4O13 in total.

Element x y z (Å)
C  2.5469  -3.5474  -9.3477
O  2.0595  -3.1719  -8.0100
H  2.0940  -2.7620  -9.9528
H  3.6305  -3.5655  -9.4640
H  2.0917  -4.5117  -9.5735
H  2.1570  -3.9311  -7.4307
C  1.3412  3.5558  -11.2326
O  1.7095  3.7634  -9.8812
H  0.4864  4.2121  -11.3961
H  2.2150  3.8781  -11.7989
H  1.0173  2.5502  -11.5009
H  2.6070  3.4792  -9.6935
C  -1.0675  1.2619  -4.2825
O  -2.3863  1.5570  -3.7800
H  -1.0255  1.2825  -5.3715
H  -0.2189  1.8767  -3.9823
H  -0.7457  0.2436  -4.0643
H  -2.7721  2.2367  -4.3375
C  -5.0511  3.6568  -8.0500
O  -5.3071  4.1978  -6.8300
H  -4.0017  3.5663  -8.3303
H  -5.5162  2.6807  -8.1878
H  -5.3922  4.3014  -8.8601
H  -6.2430  4.3828  -6.7230
C  -0.9209  -7.2600  7.7048
O  -1.4901  -6.6577  6.5667
C  -2.5766  -5.7450  6.7799
C  -2.9894  -5.0160  5.5167
N  -1.9853  -4.0657  5.1384
C  -2.2980  -3.4648  3.8421
C  -1.3486  -2.2946  3.4818
O  -0.0806  -2.8805  3.2155
C  1.0052  -2.0634  2.7178
H  -1.6907  -7.8392  8.2146
H  -0.6299  -6.5042  8.4343
H  -0.0911  -7.9477  7.5418
H  -2.4335  -5.0290  7.5891
H  -3.4716  -6.3043  7.0526
H  -3.9041  -4.4886  5.7875
H  -3.1842  -5.6807  4.6750
H  -1.0860  -4.5223  5.0848
H  -3.3245  -3.1063  3.9181
H  -2.2704  -4.1894  3.0283
H  -1.2153  -1.5792  4.2933
H  -1.7629  -1.7171  2.6554
H  0.8022  -1.5095  1.8013
H  1.9671  -2.5280  2.5009
H  1.2716  -1.2673  3.4131
C  7.8109  0.8489  3.6858
O  8.4490  0.7551  2.4101
C  9.8717  0.7778  2.3784
C  10.3412  0.5314  0.9308
N  9.5213  -0.6339  0.4670
C  9.5015  -0.7358  -0.9832
C  8.7705  0.4552  -1.7074
O  7.4898  -0.0441  -2.1304
C  6.5100  0.9147  -2.5645
H  8.0473  1.7700  4.2184
H  8.1294  0.0356  4.3379
H  6.7283  0.8616  3.5598
H  10.2910  0.0655  3.0890
H  10.2471  1.7650  2.6480
H  11.4186  0.3837  1.0050
H  10.1255  1.4516  0.3879
H  8.5375  -0.4994  0.6520
H  8.9648  -1.6218  -1.3225
H  10.5215  -0.9253  -1.3177
H  9.2457  0.9605  -2.5482
H  8.5548  1.1481  -0.8940
H  6.2062  1.6256  -1.7961
H  5.6051  0.3421  -2.7678
H  6.8582  1.4924  -3.4207
C  -10.4936  10.5710  7.6317
O  -10.4849  9.4128  6.8638
C  -9.9415  8.2439  7.4516
C  -9.6417  7.0847  6.4665
N  -8.7060  6.0682  6.9757
C  -8.5093  4.9123  6.0922
C  -7.4992  5.1290  4.9332
O  -7.4686  3.9924  4.0733
C  -6.7864  4.1814  2.8914
H  -9.4561  10.7365  7.9219
H  -11.1268  10.5003  8.5161
H  -10.8229  11.4051  7.0120
H  -10.6656  7.8212  8.1481
H  -9.0807  8.3565  8.1108
H  -9.2778  7.4754  5.5162
H  -10.5746  6.5733  6.2296
H  -7.7895  6.4223  7.2094
H  -9.4483  4.5838  5.6465
H  -8.1013  4.0740  6.6570
H  -6.4852  5.2711  5.3068
H  -7.7278  6.0253  4.3565
H  -6.5989  3.2354  2.3836
H  -5.8330  4.6695  3.0937
H  -7.3737  4.7847  2.1992
C  -0.0896  -9.5056  -2.5460
O  -0.0744  -8.2604  -3.2460
C  0.4088  -7.1522  -2.5102
C  1.9592  -7.0098  -2.2572
N  2.6804  -7.2447  -3.4960
C  4.1237  -7.1042  -3.1514
C  4.9987  -7.4241  -4.3591
O  4.7615  -8.6556  -5.0014
C  4.7231  -9.8434  -4.2675
H  -0.5666  -10.2429  -3.1916
H  -0.7451  -9.4007  -1.6815
H  0.8610  -9.9182  -2.2078
H  -0.1030  -7.1410  -1.5479
H  0.1280  -6.2535  -3.0595
H  2.1406  -7.8251  -1.5569
H  2.2974  -6.0892  -1.7816
H  2.3226  -8.1138  -3.8658
H  4.3420  -7.7791  -2.3238
H  4.3600  -6.0801  -2.8625
H  6.0262  -7.4581  -3.9971
H  4.8576  -6.6358  -5.0986
H  4.8769  -10.6529  -4.9810
H  3.8548  -10.0209  -3.6329
H  5.5907  -9.8402  -3.6077
C  -0.9839  6.8362  -0.8976
C  -0.7924  8.2984  -0.4429
C  -1.8005  8.6226  0.7300
O  0.5426  8.4322  -0.0117
H  -0.6439  6.7146  -1.9260
H  -2.0441  6.5836  -0.8813
H  -0.4718  6.1160  -0.2596
H  -1.0164  8.9624  -1.2778
H  -2.8359  8.4624  0.4295
H  -1.6562  9.6808  0.9483
H  -1.5286  8.0766  1.6334
H  1.1219  8.0778  -0.6901

Atomic forces in eV per Å
-1.48 0.49 1.36
0.85 -0.21 -0.83
0.31 -0.26 -0.38
-0.01 0.03 0.26
0.26 -0.01 -0.43
0.07 -0.05 0.05
0.52 0.72 0.25
-0.50 -0.26 0.85
0.17 0.09 -0.24
-0.40 -0.14 -0.80
0.28 -0.25 0.24
-0.06 -0.16 -0.30
0.04 -0.45 -0.89
1.28 -0.26 -0.01
-0.34 0.17 -0.21
-0.46 0.61 0.62
-0.59 -0.10 0.51
0.05 0.06 -0.03
-0.18 -0.52 -2.62
0.34 0.76 2.05
0.30 -0.08 0.97
0.00 -0.23 -0.02
-0.48 0.13 -0.22
0.05 -0.08 -0.15
-1.22 0.37 1.06
0.37 0.60 -0.86
-0.59 -1.14 -0.08
0.83 -0.08 0.46
0.39 0.95 -0.54
0.60 0.90 0.51
0.19 -0.36 0.33
1.49 -0.26 -1.04
-0.73 1.17 0.37
-0.20 -0.31 0.15
0.36 0.20 0.03
-0.03 0.38 -0.80
0.62 0.11 0.03
-0.09 -0.47 0.34
-0.19 0.07 -0.18
-0.35 -0.58 0.10
0.15 -0.09 0.01
-0.04 0.26 -0.14
0.05 -0.17 -0.27
-0.29 -0.06 0.41
0.13 -0.16 -0.51
-0.74 -0.22 -0.30
-0.53 -1.17 0.37
-0.21 0.05 0.53
0.72 0.19 -0.19
-0.39 0.26 0.22
-0.16 0.50 -0.05
-2.25 -0.80 1.49
0.92 0.38 -1.13
0.48 0.10 -1.33
-0.99 -0.61 0.87
-0.35 0.13 -0.20
0.56 -0.56 0.54
0.29 0.31 -0.12
-0.14 -0.28 -0.01
0.15 -0.33 -0.30
-0.03 -0.34 -0.05
-0.04 0.27 0.35
-0.06 -0.49 -0.55
0.14 0.05 -0.33
0.08 0.39 1.09
-0.20 -0.12 0.35
0.14 0.45 -0.27
0.41 -0.11 0.04
0.18 0.65 -0.17
0.37 0.12 0.42
0.21 -0.02 -0.42
-0.05 -0.13 -0.25
0.78 0.03 0.29
0.16 -1.38 -1.22
-0.46 -1.22 0.75
0.32 0.37 -0.70
-0.40 -0.36 0.06
0.65 0.00 -0.62
-0.09 -0.12 -0.31
-1.09 -0.48 1.39
0.40 0.39 -0.64
0.07 0.51 0.44
-0.11 -0.07 0.15
-0.06 -0.17 -0.04
-0.41 0.06 0.21
0.55 0.86 -0.29
-0.03 0.46 -0.19
-0.03 -0.06 0.06
-0.08 0.47 0.08
-0.12 0.11 0.15
-0.22 -0.03 0.25
0.21 0.12 0.38
-0.30 0.19 -0.15
-0.05 -0.15 0.33
0.29 0.12 -0.24
0.01 0.35 -0.16
-0.83 0.36 -0.01
1.21 -0.52 -0.12
0.53 1.37 0.40
-1.71 -1.88 -0.66
0.51 1.79 1.05
-1.01 -1.51 -1.58
0.11 -0.37 0.88
-1.22 0.32 -1.06
1.29 0.20 0.38
0.14 0.14 -0.18
0.02 -0.02 0.33
0.36 0.36 -0.16
-0.04 0.14 0.27
-0.35 -0.19 -0.19
0.62 -0.16 0.56
-0.59 0.19 -0.12
0.83 -0.26 -0.31
0.37 -0.03 0.31
-0.30 0.03 0.13
0.40 0.40 -0.04
0.15 -0.22 -0.14
-0.32 -0.01 0.07
-0.40 0.20 -0.20
0.23 -0.30 0.36
-0.59 0.40 -0.33
-1.31 -1.66 0.82
1.72 0.58 -0.89
0.18 0.78 0.53
0.15 -0.15 -0.04
-0.06 -0.08 -0.13
0.10 0.23 0.13
0.03 0.19 -0.08
0.16 -0.15 0.00
-0.22 0.09 0.19
-0.15 -0.23 -0.13
0.00 -0.01 -0.08

Values from the calculation:
- Highest occupied orbital energy: -8.7 eV
- HOMO-LUMO gap: 9.1 eV
- Multiplicity: 1
- Electronic energy: -66076.384 eV
- ΔE to the lowest compared entry with this formula, charge and spin: 6.0229 eV

(2)
The following is a DFT calculation (wB97M-V/def2-TZVPD) of a cluster of 3 separate species, C18H25N4O in total.

Element x y z (Å)
C  5.8644  -2.6838  0.8104
C  4.3877  -2.4695  1.0574
O  4.0268  -1.6894  1.8733
N  3.5025  -3.2729  0.3151
C  3.6763  -3.1967  -1.1596
N  2.1876  -3.1640  0.7766
C  1.4022  -4.3836  1.0413
C  -0.0128  -3.7364  1.0639
N  0.2283  -2.2924  1.2766
C  1.4635  -2.0935  0.5802
N  1.6868  -1.0273  -0.1172
H  6.0668  -3.2374  -0.1061
H  6.3807  -1.7330  0.7464
H  6.2414  -3.2969  1.6243
H  2.7305  -3.1974  -1.6905
H  4.2485  -2.3044  -1.4064
H  4.2437  -4.0469  -1.5294
H  1.6548  -4.6473  2.0669
H  1.4496  -5.1743  0.3056
H  -0.4875  -3.7924  0.0858
H  -0.6496  -4.1702  1.8242
H  0.5773  -2.2091  2.2375
H  2.5934  -0.6240  -0.3087
H  0.8717  -0.5209  -0.4432
C  -4.0805  1.9753  1.3910
C  -3.8797  0.9734  0.4509
C  -2.8233  0.0863  0.5973
C  -1.9714  0.1947  1.6885
C  -2.1745  1.1949  2.6314
C  -3.2268  2.0873  2.4804
H  -4.9024  2.6700  1.2742
H  -4.5467  0.8854  -0.3974
H  -2.6639  -0.6917  -0.1407
H  -1.1504  -0.5027  1.7969
H  -1.5116  1.2795  3.4836
H  -3.3823  2.8701  3.2114
C  -1.1882  5.3445  -2.8323
C  -1.1738  4.5431  -1.6988
C  -2.3216  3.8633  -1.3132
C  -3.4812  3.9786  -2.0671
C  -3.4949  4.7772  -3.2024
C  -2.3497  5.4632  -3.5829
H  -0.2942  5.8775  -3.1308
H  -0.2668  4.4494  -1.1140
H  -2.3135  3.2428  -0.4254
H  -4.3757  3.4454  -1.7690
H  -4.3993  4.8659  -3.7908
H  -2.3623  6.0902  -4.4651

Atomic forces in eV per Å
-0.35 -0.51 -0.90
1.80 -0.62 -0.58
-1.25 1.01 1.22
-0.42 0.05 -0.35
0.58 -0.39 -0.05
1.86 -0.60 -2.12
-1.26 1.45 1.71
0.29 -0.19 -0.45
0.37 -0.03 -0.45
-1.48 -1.09 1.31
0.18 1.11 -0.36
-0.03 -0.03 0.02
0.01 0.09 0.31
0.10 0.16 0.22
-0.20 0.12 0.21
-0.16 0.10 -0.23
0.00 -0.13 0.12
0.16 -0.86 -0.21
0.67 0.03 -0.10
-0.12 -0.35 0.05
-0.16 0.14 0.02
-0.60 0.48 0.16
0.05 -0.40 -0.14
0.05 0.31 0.57
0.00 -0.04 0.00
-0.07 0.03 -0.04
0.06 -0.02 -0.01
0.05 0.08 0.03
0.02 0.02 -0.03
0.00 0.00 0.00
0.01 0.00 0.00
0.01 0.00 0.00
-0.03 -0.01 0.01
-0.15 0.11 0.03
-0.01 0.01 0.00
-0.01 -0.01 0.00
0.02 -0.01 -0.01
0.00 -0.01 -0.02
0.05 -0.04 0.02
0.01 -0.02 0.00
-0.02 0.00 -0.01
0.01 -0.01 -0.01
-0.01 0.01 0.00
-0.02 0.03 0.01
0.00 0.01 0.00
0.00 0.01 0.00
0.01 0.01 0.01
0.00 -0.01 0.01

Values from the calculation:
- Highest occupied orbital energy: -10.9 eV
- HOMO-LUMO gap: 7.5 eV
- Multiplicity: 1
- Electronic energy: -27071.875 eV
- Net charge: +1
- ΔE to the lowest compared entry with this formula, charge and spin: 2.8546 eV

(3)
The following is a DFT calculation (wB97M-V/def2-TZVPD) of an isolated molecule of C10H11N5O3.

Element x y z (Å)
O  4.7619  -2.4474  1.0040
O  2.8761  -3.3796  0.5428
O  1.7061  2.3306  -1.4404
N  -3.9226  -1.7273  0.3157
C  -3.9594  -1.1393  1.4992
C  -3.3441  -0.8370  -0.5415
C  -2.9956  0.2851  0.1458
C  3.9623  -0.1376  -0.4081
C  1.7675  -0.9486  -0.0707
C  3.1325  -1.1710  0.0707
C  3.3979  1.0395  -0.9499
C  1.2600  0.2705  -0.5566
N  -3.3119  0.0484  1.4545
N  -0.1805  0.3804  -0.5001
N  3.6225  -2.3838  0.5765
N  2.0724  1.2188  -1.0323
C  -2.3413  1.5134  -0.4094
C  -0.8582  1.6229  -0.0680
H  -4.3694  -1.6558  2.3656
H  -3.1121  -1.0728  -1.5902
H  5.0636  -0.1958  -0.3412
H  1.0932  -1.7348  0.2832
H  4.0426  1.8193  -1.3038
H  -3.1098  0.6157  2.2434
H  -0.7023  -0.4623  -0.2326
H  -2.8754  2.3873  -0.0474
H  -2.4225  1.5149  -1.5176
H  -0.4585  2.5231  -0.5254
H  -0.7949  1.7229  1.0340

Atomic forces in eV per Å
-0.15 0.64 -0.20
0.46 1.47 -0.01
-1.73 1.81 -0.96
-0.77 -0.22 0.53
0.43 -1.64 -0.92
0.26 -0.29 -0.02
0.92 0.52 -1.11
0.37 0.84 -0.07
0.52 -0.27 0.36
-1.05 2.82 -1.78
2.22 -3.27 1.25
-3.45 -2.71 1.47
-0.72 0.09 -0.03
1.67 1.36 -0.79
0.25 -3.24 0.66
0.89 0.18 0.57
0.02 -0.16 -0.43
-0.26 -0.56 0.72
0.28 0.61 -0.03
-0.43 0.22 0.63
-0.84 -0.08 -0.06
0.09 0.50 -0.19
-0.28 0.36 -0.15
-0.01 0.58 0.36
0.75 0.48 -0.14
0.07 0.32 0.03
-0.18 -0.18 0.68
0.37 -0.29 -0.09
0.27 0.11 -0.27

Values from the calculation:
- Highest occupied orbital energy: -8.7 eV
- HOMO-LUMO gap: 7.6 eV
- Multiplicity: 1
- Electronic energy: -24136.163 eV
- ΔE to the lowest compared entry with this formula, charge and spin: 0.4432 eV